[1]
{"formula": "C5H8N2", "method": "ωB97M-V/def2-TZVPD", "e_homo_ev": -8.393, "mol_weight_g_mol": 96.1, "smiles": "Cc1cn(C)cn1", "total_energy_ev": -8294.69510, "symbols": ["H", "N", "H", "H", "H", "H", "C", "H", "H", "N", "C", "C", "C", "H", "C"], "coordinates": [[3.254, -0.382, 0.357], [-1.025, -0.036, 0.187], [-1.171, -1.037, 2.066], [2.497, -0.335, -1.262], [-2.771, 0.975, -0.314], [3.048, 1.134, -0.496], [-0.522, -0.575, 1.329], [-0.086, 1.036, -1.412], [-3.006, -0.678, 0.328], [0.785, -0.450, 1.398], [1.164, 0.195, 0.239], [-2.383, -0.046, -0.309], [2.583, 0.157, -0.291], [-2.412, -0.446, -1.330], [0.045, 0.488, -0.491]], "atomic_forces_ev_per_a": [[0.0, -0.3, 0.2], [0.2, 0.1, 0.1], [0.2, 0.1, -0.1], [0.4, -0.2, 0.1], [-0.2, -0.1, 0.0], [-0.3, -0.1, 0.2], [0.0, 0.1, 0.0], [0.0, -0.2, 0.0], [0.1, 0.1, 0.0], [-0.1, -0.2, -0.2], [0.2, -0.5, 0.0], [-0.1, 0.1, 0.1], [-0.5, 0.8, -0.4], [0.0, 0.1, 0.2], [0.1, 0.1, -0.2]]}

[2]
{"formula": "C5H8N2", "method": "ωB97M-V/def2-TZVPD", "e_homo_ev": [-8.182, -8.854], "mol_weight_g_mol": 96.1, "total_energy_ev": -8289.77313, "symbols": ["N", "H", "C", "H", "H", "H", "C", "C", "H", "C", "H", "H", "N", "C", "H"], "coordinates": [[1.219, -0.470, 0.468], [2.707, -1.098, 1.779], [0.050, 1.063, -0.797], [3.045, -1.514, 0.068], [-2.789, -0.131, 0.877], [1.762, -2.358, 0.982], [-1.439, 0.258, -0.759], [1.377, 0.397, -0.433], [-3.533, 0.872, -0.347], [2.258, -1.395, 0.827], [2.355, 0.572, -0.942], [-1.858, -0.610, -1.358], [-0.322, 2.168, -1.192], [-2.566, 0.678, 0.147], [-2.264, 1.568, 0.682]], "atomic_forces_ev_per_a": [[-0.1, 0.0, -0.3], [0.0, 0.0, -0.1], [-2.7, -1.6, -0.3], [-0.1, 0.1, 0.1], [0.4, 0.3, -0.3], [0.3, 0.0, 0.0], [1.2, 0.0, 0.7], [-0.8, -0.4, 0.2], [0.5, 0.0, -0.1], [0.2, -0.1, 0.1], [-0.9, 0.2, 0.1], [1.7, 1.3, -0.4], [0.1, -0.2, -0.3], [0.4, 0.3, 0.2], [-0.2, 0.2, 0.4]]}

[3]
{"formula": "C5H8N2", "method": "ωB97M-V/def2-TZVPD", "e_homo_ev": -7.057, "mol_weight_g_mol": 96.1, "total_energy_ev": -8290.24816, "symbols": ["H", "N", "H", "H", "C", "H", "C", "C", "H", "H", "H", "C", "N", "H", "C"], "coordinates": [[1.426, 1.828, -0.071], [-1.530, 0.871, 0.783], [-1.158, 1.726, 1.185], [-2.032, 0.384, 1.520], [-0.501, 0.019, 0.320], [-1.685, -1.083, -0.977], [0.869, -0.204, 0.720], [1.403, -1.453, 0.164], [1.317, 0.594, -1.375], [-0.060, 1.689, -1.018], [0.185, -2.761, -1.169], [0.785, 1.123, -0.593], [-0.811, -1.014, -0.476], [1.314, 0.342, 1.552], [0.315, -1.878, -0.550]], "atomic_forces_ev_per_a": [[0.1, 0.0, -0.1], [0.1, 0.0, 0.2], [0.0, -0.1, -0.1], [-0.1, 0.1, -0.1], [0.0, -0.4, 0.1], [0.1, 0.0, 0.0], [0.0, 0.3, 0.1], [-0.5, 0.2, -0.2], [0.0, 0.1, 0.0], [0.1, -0.4, 0.4], [0.1, 0.1, 0.1], [0.4, 0.2, -0.2], [-0.1, 0.0, 0.1], [-0.2, -0.1, -0.2], [0.1, -0.2, -0.1]]}

What did the first record say?
{"formula": "C5H8N2", "method": "ωB97M-V/def2-TZVPD", "e_homo_ev": -8.393, "mol_weight_g_mol": 96.1, "smiles": "Cc1cn(C)cn1", "total_energy_ev": -8294.69510, "symbols": ["H", "N", "H", "H", "H", "H", "C", "H", "H", "N", "C", "C", "C", "H", "C"], "coordinates": [[3.254, -0.382, 0.357], [-1.025, -0.036, 0.187], [-1.171, -1.037, 2.066], [2.497, -0.335, -1.262], [-2.771, 0.975, -0.314], [3.048, 1.134, -0.496], [-0.522, -0.575, 1.329], [-0.086, 1.036, -1.412], [-3.006, -0.678, 0.328], [0.785, -0.450, 1.398], [1.164, 0.195, 0.239], [-2.383, -0.046, -0.309], [2.583, 0.157, -0.291], [-2.412, -0.446, -1.330], [0.045, 0.488, -0.491]], "atomic_forces_ev_per_a": [[0.0, -0.3, 0.2], [0.2, 0.1, 0.1], [0.2, 0.1, -0.1], [0.4, -0.2, 0.1], [-0.2, -0.1, 0.0], [-0.3, -0.1, 0.2], [0.0, 0.1, 0.0], [0.0, -0.2, 0.0], [0.1, 0.1, 0.0], [-0.1, -0.2, -0.2], [0.2, -0.5, 0.0], [-0.1, 0.1, 0.1], [-0.5, 0.8, -0.4], [0.0, 0.1, 0.2], [0.1, 0.1, -0.2]]}

Q: What is the formula in the second record?
A: C5H8N2

Please write out number 1 again, unchanged.
{"formula": "C5H8N2", "method": "ωB97M-V/def2-TZVPD", "e_homo_ev": -8.393, "mol_weight_g_mol": 96.1, "smiles": "Cc1cn(C)cn1", "total_energy_ev": -8294.69510, "symbols": ["H", "N", "H", "H", "H", "H", "C", "H", "H", "N", "C", "C", "C", "H", "C"], "coordinates": [[3.254, -0.382, 0.357], [-1.025, -0.036, 0.187], [-1.171, -1.037, 2.066], [2.497, -0.335, -1.262], [-2.771, 0.975, -0.314], [3.048, 1.134, -0.496], [-0.522, -0.575, 1.329], [-0.086, 1.036, -1.412], [-3.006, -0.678, 0.328], [0.785, -0.450, 1.398], [1.164, 0.195, 0.239], [-2.383, -0.046, -0.309], [2.583, 0.157, -0.291], [-2.412, -0.446, -1.330], [0.045, 0.488, -0.491]], "atomic_forces_ev_per_a": [[0.0, -0.3, 0.2], [0.2, 0.1, 0.1], [0.2, 0.1, -0.1], [0.4, -0.2, 0.1], [-0.2, -0.1, 0.0], [-0.3, -0.1, 0.2], [0.0, 0.1, 0.0], [0.0, -0.2, 0.0], [0.1, 0.1, 0.0], [-0.1, -0.2, -0.2], [0.2, -0.5, 0.0], [-0.1, 0.1, 0.1], [-0.5, 0.8, -0.4], [0.0, 0.1, 0.2], [0.1, 0.1, -0.2]]}